# 1
# C4H5N3S

C4H5N3S in the gas phase at a distorted geometry (ωB97M-V/def2-TZVPD, the Open Molecules 2025 dataset).

```
13
C4H5N3S | the Open Molecules 2025 dataset | ωB97M-V/def2-TZVPD
C 1.756 0.911 -0.226
C 1.845 -0.923 -0.196
C -0.099 -2.280 0.167
C 0.366 1.383 -0.208
N 2.938 1.265 -0.057
N 3.061 -1.245 -0.074
N 0.750 -1.578 -0.392
S 4.060 0.067 0.190
H -0.806 -2.746 -0.574
H -0.135 -2.270 1.299
H 0.441 2.438 -0.292
H -0.245 1.164 -1.138
H -0.068 1.092 0.653
```

Values from the calculation:
**Relative energy (zero: lowest compared OMol25 entry of this formula, charge and spin)**: 329.26 kJ/mol
**Max |F|**: 5.9 eV/Å
**Highest occupied orbital energy**: -8.1 eV
**SMILES**: C=Nc1nsnc1C
**LUMO**: 0.5 eV

Results of the Mulliken charge analysis, in e, for atoms 1 through 5: C 0.78; C 0.45; C -0.31; C -1.32; N -0.57



# 2
# C23H22N4O4Ru

A molecular structure, C23H22N4O4Ru (ωB97M-V/def2-TZVPD, the Open Molecules 2025 dataset).

```
54
C23H22N4O4Ru | the Open Molecules 2025 dataset | ωB97M-V/def2-TZVPD
Ru 1.305 -0.257 0.685
O 0.716 -2.038 0.572
C 1.284 -2.886 1.454
C 0.460 -3.827 2.080
C 1.008 -4.751 2.939
C 2.390 -4.786 3.176
C 3.217 -3.896 2.538
C 2.686 -2.908 1.691
C 3.560 -2.079 0.912
N 3.176 -0.959 0.403
C 3.869 -0.359 -0.747
C 2.771 -0.196 -1.795
N 1.677 0.496 -1.078
C 1.294 1.684 -1.434
C 0.635 2.610 -0.572
C -0.014 3.736 -1.111
C -0.563 4.681 -0.280
C -0.417 4.558 1.110
C 0.265 3.498 1.665
C 0.782 2.501 0.837
O 1.452 1.483 1.391
H -0.599 -3.813 1.862
H 0.366 -5.472 3.427
H 2.802 -5.527 3.847
H 4.288 -3.937 2.690
H 4.558 -2.450 0.679
H 4.682 -0.990 -1.104
H 4.264 0.617 -0.458
H 2.412 -1.167 -2.139
H 3.101 0.398 -2.645
H 1.561 2.013 -2.436
H -0.087 3.839 -2.186
H -1.090 5.529 -0.694
H -0.833 5.318 1.758
H 0.416 3.417 2.733
O -3.462 -0.599 -4.784
C -4.156 0.203 -3.864
N -3.387 0.062 -2.637
C -3.721 0.749 -1.530
O -4.625 1.556 -1.475
C -2.872 0.513 -0.303
C -3.451 0.707 0.946
C -2.677 0.549 2.084
C -1.336 0.259 1.936
N -0.765 0.113 0.731
C -1.526 0.211 -0.367
H -3.956 -0.647 -5.609
H -5.183 -0.138 -3.704
H -4.175 1.256 -4.151
H -2.795 -0.752 -2.601
H -4.496 0.982 0.998
H -3.096 0.667 3.073
H -0.687 0.164 2.800
H -1.025 0.065 -1.315
```

Values from the calculation:
**Relative energy (zero: lowest compared OMol25 entry of this formula, charge and spin)**: 0.00 kJ/mol
**Max |F|**: 0.8 eV/Å
**Highest occupied orbital energy (alpha / beta)**: -14.6 / -14.6 eV
**Total charge**: +2
**LUMO (alpha / beta)**: -8.8 / -8.8 eV

Results of the Mulliken charge analysis, in e, for atoms 1 through 5: Ru 0.51; O -0.79; C 0.60; C -0.44; C -0.52



# 3
# C22H23BN9ORbS3

A molecular structure, C22H23BN9ORbS3 (ωB97M-V/def2-TZVPD, the Open Molecules 2025 dataset).

```
60
C22H23BN9ORbS3 | the Open Molecules 2025 dataset | ωB97M-V/def2-TZVPD
Rb 0.658 -0.751 0.659
C -1.896 -3.303 4.223
C -1.169 -3.269 3.021
N -1.503 -2.215 2.287
N -2.436 -1.551 2.991
C -2.690 -2.177 4.155
B -3.020 -0.185 2.560
N -2.116 0.966 3.036
C -2.538 2.156 3.508
C -1.434 2.954 3.712
C -0.354 2.142 3.321
N -0.774 0.948 2.920
N -3.234 -0.115 1.033
C -4.404 -0.267 0.383
C -4.174 -0.088 -0.965
C -2.796 0.180 -1.036
N -2.242 0.159 0.167
H -1.846 -4.030 5.016
H -0.415 -3.953 2.662
H -3.412 -1.774 4.845
H -4.103 -0.059 3.094
H -3.589 2.339 3.661
H -1.407 3.965 4.082
H 0.700 2.380 3.323
H -5.308 -0.480 0.930
H -4.888 -0.142 -1.771
H -2.180 0.373 -1.902
S 5.196 0.555 -1.215
C 3.602 -0.084 -1.414
S 3.347 -1.781 -1.310
S 2.271 0.982 -1.669
N 4.109 2.233 1.428
C 3.513 1.851 2.563
O 3.140 2.644 3.428
C 3.305 0.368 2.762
C 2.432 -0.039 3.766
C 2.192 -1.391 3.935
N 2.775 -2.342 3.199
C 3.618 -1.941 2.250
C 3.910 -0.607 1.982
H 4.130 3.223 1.252
H 4.320 1.628 0.624
H 1.933 0.698 4.378
H 1.479 -1.729 4.680
H 4.062 -2.708 1.626
H 4.570 -0.368 1.153
C -3.061 -2.505 -4.921
C -2.206 -2.547 -3.684
C -2.697 -3.029 -2.478
C -1.874 -3.020 -1.361
N -0.617 -2.593 -1.385
C -0.138 -2.122 -2.538
C -0.897 -2.082 -3.700
H -4.066 -2.877 -4.717
H -2.627 -3.112 -5.718
H -3.145 -1.484 -5.297
H -3.721 -3.375 -2.393
H -2.247 -3.347 -0.395
H 0.889 -1.762 -2.514
H -0.462 -1.673 -4.604
```

Values from the calculation:
**Relative energy (zero: lowest compared OMol25 entry of this formula, charge and spin)**: 18.99 kJ/mol
**Max |F|**: 0.1 eV/Å
**Highest occupied orbital energy**: -0.5 eV
**Total charge**: -2
**LUMO**: 3.9 eV

Results of the Mulliken charge analysis, in e, for atoms 1 through 5: Rb 0.58; C -0.98; C -0.46; N -0.02; N 0.19



# 4
# C32H44FNO18S

6 unconnected molecules or ions with the total composition C32H44FNO18S at a distorted geometry (ωB97M-V/def2-TZVPD, the Open Molecules 2025 dataset).

```
97
C32H44FNO18S | the Open Molecules 2025 dataset | ωB97M-V/def2-TZVPD
C -3.057 -1.111 -2.538
C -3.904 0.187 -2.216
C -4.172 0.628 -0.845
C -4.950 1.855 -0.603
C -5.445 2.585 -1.758
C -6.311 3.878 -1.556
C -7.813 3.585 -1.946
C -8.542 2.504 -1.018
C -9.174 1.411 -1.954
S -8.619 -0.332 -1.776
O -8.400 -0.988 -3.055
O -7.407 -0.395 -0.977
F -9.771 -1.245 -1.007
C -8.882 1.896 -3.442
O -9.215 1.421 -4.493
N -8.123 3.062 -3.286
C -5.153 2.153 -3.126
C -4.378 0.948 -3.384
H -3.695 -1.792 -3.151
H -2.804 -1.603 -1.567
H -2.162 -0.742 -3.101
H -3.809 0.039 0.030
H -5.116 2.156 0.459
H -6.321 4.069 -0.441
H -5.884 4.791 -2.042
H -8.355 4.578 -1.951
H -8.001 2.165 -0.100
H -9.415 3.118 -0.643
H -10.297 1.306 -1.924
H -7.602 3.409 -4.085
H -5.560 2.748 -3.974
H -4.184 0.624 -4.429
C -1.137 -0.883 4.264
C -0.805 0.316 3.402
C -1.351 1.608 3.934
O -1.496 2.391 2.753
C -1.746 1.511 1.741
O -2.172 1.813 0.671
O -1.454 0.236 2.125
H -1.190 -1.798 3.673
H -0.389 -1.008 5.048
H -2.108 -0.763 4.753
H 0.275 0.364 3.226
H -0.685 2.085 4.653
H -2.341 1.498 4.392
C 2.492 3.921 6.186
C 2.572 2.472 6.624
C 3.949 1.887 6.507
O 3.679 0.497 6.330
C 2.480 0.422 5.696
O 2.059 -0.555 5.159
O 1.826 1.619 5.745
H 1.499 4.168 5.808
H 2.733 4.587 7.016
H 3.201 4.130 5.381
H 2.158 2.360 7.631
H 4.563 2.068 7.389
H 4.492 2.242 5.624
C 7.375 -1.409 5.128
C 7.525 -0.135 4.322
C 8.729 0.679 4.702
O 8.330 2.000 4.347
C 6.977 2.040 4.493
O 6.330 3.039 4.536
O 6.462 0.784 4.598
H 6.329 -1.706 5.211
H 7.941 -2.223 4.670
H 7.752 -1.280 6.145
H 7.501 -0.362 3.251
H 9.632 0.376 4.173
H 8.932 0.664 5.779
C 2.334 -2.731 -1.673
C 1.691 -2.594 -3.038
C 1.349 -1.177 -3.396
O 0.261 -1.344 -4.300
C -0.376 -2.491 -3.922
O -1.465 -2.805 -4.279
O 0.402 -3.219 -3.070
H 2.125 -3.706 -1.231
H 3.415 -2.595 -1.742
H 1.952 -1.977 -0.979
H 2.315 -3.075 -3.798
H 2.179 -0.643 -3.860
H 0.992 -0.593 -2.540
C 6.057 -4.609 -7.880
C 5.535 -4.888 -6.485
C 4.113 -4.451 -6.278
O 4.069 -4.204 -4.875
C 5.327 -3.813 -4.519
O 5.600 -3.283 -3.490
O 6.222 -4.100 -5.506
H 7.137 -4.458 -7.878
H 5.814 -5.432 -8.554
H 5.609 -3.703 -8.296
H 5.684 -5.943 -6.231
H 3.388 -5.208 -6.576
H 3.872 -3.514 -6.794
```

Values from the calculation:
**Max |F|**: 5.1 eV/Å
**Highest occupied orbital energy**: -7.9 eV
**SMILES**: Cc1ccc(C[C@@H]2C[C@H](S(=O)(=O)F)C(=O)N2)cc1.C[C@@H]1COC(=O)O1.C[C@@H]1COC(=O)O1.C[C@@H]1COC(=O)O1.C[C@@H]1COC(=O)O1.C[C@@H]1COC(=O)O1
**LUMO**: 0.4 eV

Results of the Mulliken charge analysis, in e, for atoms 1 through 5: C -1.32; C 1.05; C -0.86; C -0.47; C 1.09



# 5
# CH5N

CH5N in the gas phase at a distorted geometry (ωB97M-V/def2-TZVPD, the Open Molecules 2025 dataset).

```
7
CH5N | the Open Molecules 2025 dataset | ωB97M-V/def2-TZVPD
C -0.207 0.599 -0.313
N 0.130 -0.671 0.312
H 0.673 1.205 -0.594
H -0.778 1.182 0.405
H -0.719 0.455 -1.262
H 0.743 -1.196 -0.283
H 0.500 -0.599 1.251
```

Values from the calculation:
**Relative energy (zero: lowest compared OMol25 entry of this formula, charge and spin)**: 6.10 kJ/mol
**Max |F|**: 1.0 eV/Å
**Highest occupied orbital energy**: -9.0 eV
**SMILES**: CN
**LUMO**: 1.3 eV

Results of the Mulliken charge analysis, in e, for atoms 1 through 5: C -0.64; N -0.51; H 0.24; H 0.27; H 0.25



# 6
# C40H52BClN8O5Re

A molecular structure, C40H52BClN8O5Re (ωB97M-V/def2-TZVPD, the Open Molecules 2025 dataset).

```
108
C40H52BClN8O5Re | the Open Molecules 2025 dataset | ωB97M-V/def2-TZVPD
Re 0.247 -0.133 -0.099
C -4.479 1.980 -1.882
C -3.496 0.862 -1.771
C -3.528 -0.371 -2.378
C -2.386 -1.058 -1.944
N -1.720 -0.276 -1.077
N -2.395 0.907 -1.007
B -1.944 2.072 -0.108
N -1.858 1.536 1.322
N -1.254 0.335 1.578
C -1.539 0.049 2.874
C -2.291 1.100 3.413
C -2.478 2.013 2.404
C -3.226 3.304 2.416
C -1.317 -1.198 3.726
C -2.725 -1.770 3.996
C -0.500 -2.310 3.104
C -0.682 -0.802 5.069
N -0.597 2.712 -0.453
N 0.578 2.117 -0.097
C 1.556 2.995 -0.406
C 0.974 4.142 -0.963
C -0.382 3.922 -0.984
C -1.472 4.812 -1.478
C 3.063 2.960 -0.164
C 3.679 1.613 0.210
C 3.771 3.464 -1.434
C 3.355 3.960 0.972
C -2.029 -2.457 -2.413
C -2.923 -2.828 -3.605
C -2.325 -3.450 -1.281
C -0.585 -2.564 -2.907
H -5.280 1.684 -2.557
H -4.019 2.887 -2.273
H -4.919 2.224 -0.915
H -4.273 -0.718 -3.070
H -2.782 2.918 -0.165
H -2.684 1.164 4.412
H -3.553 3.523 3.430
H -4.104 3.262 1.771
H -2.599 4.126 2.070
H -3.243 -1.983 3.058
H -3.340 -1.082 4.577
H -2.632 -2.702 4.555
H -0.984 -2.670 2.204
H 0.518 -2.015 2.865
H -0.443 -3.136 3.816
H -1.210 0.019 5.554
H 0.366 -0.525 4.951
H -0.722 -1.663 5.740
H 1.481 5.028 -1.302
H -1.041 5.744 -1.839
H -2.192 5.045 -0.693
H -2.019 4.349 -2.301
H 3.068 1.024 0.880
H 4.639 1.791 0.699
H 3.877 1.014 -0.677
H 3.461 2.902 -2.314
H 4.849 3.341 -1.311
H 3.580 4.522 -1.616
H 2.947 3.622 1.926
H 2.940 4.944 0.751
H 4.436 4.062 1.092
H -3.975 -2.892 -3.323
H -2.622 -3.810 -3.976
H -2.821 -2.112 -4.422
H -3.389 -3.434 -1.037
H -1.762 -3.197 -0.388
H -2.060 -4.464 -1.593
H -0.418 -1.893 -3.753
H -0.391 -3.587 -3.237
H 0.135 -2.322 -2.139
O 3.701 -4.128 0.805
C 2.519 -4.724 1.018
C 2.557 -6.007 1.567
C 1.392 -6.710 1.786
C 0.157 -6.152 1.466
C 0.111 -4.873 0.953
C 1.273 -4.128 0.733
C 1.183 -2.763 0.184
O 0.041 -2.113 0.228
N 2.225 -2.258 -0.408
N 1.923 -1.022 -0.984
C 2.738 -0.698 -1.933
C 2.491 0.357 -2.858
C 3.449 0.691 -3.833
C 3.157 1.593 -4.823
C 1.866 2.149 -4.875
C 0.902 1.813 -3.960
C 1.196 0.914 -2.908
O 0.248 0.614 -2.074
H 3.535 -3.275 0.348
H 3.525 -6.429 1.801
H 1.443 -7.708 2.203
H -0.757 -6.709 1.623
H -0.841 -4.429 0.705
H 3.608 -1.337 -2.057
H 4.425 0.221 -3.783
H 3.898 1.863 -5.562
H 1.624 2.852 -5.663
H -0.096 2.230 -4.001
Cl 2.331 2.429 4.178
C 1.286 1.662 2.960
C 1.705 0.227 2.678
O 2.254 -0.454 3.505
O 1.454 -0.239 1.462
H 1.287 2.265 2.061
H 0.279 1.652 3.374
```

Values from the calculation:
**Relative energy (zero: lowest compared OMol25 entry of this formula, charge and spin)**: 0.00 kJ/mol
**Max |F|**: 0.7 eV/Å
**Highest occupied orbital energy (alpha / beta)**: -7.6 / -8.1 eV
**Multiplicity**: 2
**LUMO (alpha / beta)**: -0.3 / -0.9 eV

Results of the Mulliken charge analysis, in e, for atoms 1 through 5: Re 2.89; C -1.50; C 0.43; C -1.04; C -1.08



# 7
# C4H10NO2P

C4H10NO2P in the gas phase at a distorted geometry (ωB97M-V/def2-TZVPD, the Open Molecules 2025 dataset).

```
18
C4H10NO2P | the Open Molecules 2025 dataset | ωB97M-V/def2-TZVPD
C -1.666 -0.087 1.131
C 1.053 0.603 -1.461
C 1.889 -1.070 1.006
C -1.092 0.238 -0.298
N 0.315 0.188 -0.270
O -2.862 1.709 -1.467
O 0.798 -1.081 0.118
P -1.601 1.962 -0.805
H -1.370 -1.185 1.149
H -1.131 0.516 1.841
H -2.803 0.027 1.215
H 0.390 1.401 -1.855
H 1.998 1.130 -1.174
H 1.165 -0.214 -2.141
H 2.156 -2.122 1.380
H 1.696 -0.628 2.014
H 2.680 -0.727 0.537
H -1.614 -0.661 -0.920
```

Values from the calculation:
**Relative energy (zero: lowest compared OMol25 entry of this formula, charge and spin)**: 521.33 kJ/mol
**Max |F|**: 5.6 eV/Å
**Highest occupied orbital energy**: -8.9 eV
**SMILES**: CON(C)[C@@H](C)P=O
**LUMO**: -0.5 eV

Results of the Mulliken charge analysis, in e, for atoms 1 through 5: C -1.31; C -0.90; C -0.69; C 0.39; N -0.04



# 8
# C22H44O32PtRb2S5

A molecular structure, C22H44O32PtRb2S5 at a distorted geometry (ωB97M-V/def2-TZVPD, the Open Molecules 2025 dataset).

```
106
C22H44O32PtRb2S5 | the Open Molecules 2025 dataset | ωB97M-V/def2-TZVPD
Pt 1.288 -5.690 -6.867
Rb 0.142 -2.180 -9.341
Rb 3.749 -2.354 -7.794
S 1.206 -3.321 -5.540
O 1.005 -4.734 -5.071
O 0.112 -2.450 -5.156
O 2.470 -2.780 -5.061
O 1.269 -3.537 -7.001
S 2.616 -5.480 -9.199
O 2.198 -4.166 -9.706
O 3.589 -6.090 -10.088
O 3.187 -5.210 -7.875
O 1.412 -6.299 -8.921
C 7.985 -1.324 -12.937
C 7.552 -1.216 -11.498
O 7.733 -2.477 -10.856
C 6.963 -2.764 -9.823
O 6.214 -1.973 -9.284
O 7.158 -4.046 -9.547
C 6.281 -4.667 -8.615
H 9.029 -1.075 -13.120
H 7.410 -0.671 -13.600
H 7.750 -2.298 -13.370
H 6.520 -0.853 -11.503
H 8.077 -0.429 -10.954
H 5.333 -4.148 -8.657
H 6.696 -4.549 -7.613
H 6.078 -5.702 -8.855
C -2.903 -6.184 -11.381
C -2.101 -6.378 -10.108
O -2.868 -5.828 -9.022
C -2.193 -5.485 -7.931
O -1.050 -5.783 -7.701
O -3.039 -4.878 -7.107
C -2.630 -4.776 -5.739
H -3.781 -6.821 -11.415
H -2.260 -6.393 -12.236
H -3.156 -5.128 -11.500
H -1.100 -5.956 -10.200
H -1.973 -7.452 -9.968
H -1.604 -4.418 -5.638
H -2.657 -5.741 -5.229
H -3.347 -4.104 -5.281
C 3.786 -10.992 -4.513
C 3.365 -9.657 -5.100
O 4.129 -8.580 -4.587
C 3.810 -7.329 -4.889
O 2.829 -6.955 -5.485
O 4.761 -6.553 -4.434
C 4.601 -5.152 -4.461
H 4.847 -11.173 -4.677
H 3.156 -11.806 -4.856
H 3.675 -10.914 -3.426
H 2.294 -9.487 -4.970
H 3.578 -9.690 -6.175
H 4.610 -4.736 -5.471
H 5.416 -4.688 -3.912
H 3.655 -4.810 -4.041
C 2.988 -9.163 -16.656
C 4.311 -9.625 -16.145
O 5.090 -8.621 -15.506
C 5.381 -8.741 -14.228
O 5.127 -9.685 -13.512
O 6.073 -7.672 -13.828
C 6.096 -7.470 -12.413
H 3.029 -8.263 -17.276
H 2.297 -8.969 -15.832
H 2.484 -9.896 -17.287
H 4.931 -9.976 -16.975
H 4.146 -10.510 -15.531
H 5.081 -7.284 -12.063
H 6.662 -6.565 -12.208
H 6.557 -8.319 -11.915
C 4.461 -4.020 -12.226
C 3.605 -2.755 -12.257
O 3.636 -2.265 -13.586
S 4.579 -3.119 -14.557
O 5.557 -2.339 -15.232
O 3.751 -4.007 -15.302
O 5.320 -3.928 -13.370
H 3.903 -4.959 -12.284
H 5.077 -4.221 -11.351
H 4.099 -2.063 -11.564
H 2.575 -2.853 -11.931
C 1.617 -6.712 -12.971
C 2.050 -7.890 -12.086
O 1.223 -8.996 -12.452
S -0.032 -8.546 -13.379
O -1.240 -8.970 -12.733
O 0.183 -8.872 -14.755
O 0.214 -6.976 -13.124
H 2.171 -6.792 -13.909
H 1.722 -5.741 -12.498
H 1.887 -7.662 -11.034
H 3.078 -8.182 -12.293
C 3.915 -9.088 -8.896
C 5.177 -8.291 -8.617
O 5.994 -9.137 -7.843
S 5.863 -10.640 -8.423
O 5.935 -11.576 -7.363
O 6.675 -10.704 -9.612
O 4.325 -10.453 -8.897
H 3.449 -8.814 -9.842
H 3.083 -8.921 -8.204
H 5.089 -7.296 -8.194
H 5.647 -8.257 -9.613
```

Values from the calculation:
**Max |F|**: 3.8 eV/Å
**Highest occupied orbital energy (alpha / beta)**: -8.2 / -9.0 eV
**Multiplicity**: 3
**LUMO (alpha / beta)**: -1.6 / -1.6 eV

Results of the Mulliken charge analysis, in e, for atoms 1 through 5: Pt 4.73; Rb 1.05; Rb 1.18; S 1.11; O -0.74